{
  "formula": "C7H9NO4P",
  "method": "ωB97M-V with the def2-TZVPD basis set",
  "symbols": ["N", "C", "O", "C", "C", "C", "C", "C", "C", "P", "O", "O", "O", "H", "H", "H", "H", "H", "H", "H", "H", "H"],
  "positions_angstrom": [[1.56700, -1.57140, 1.20103], [1.21056, -0.83602, 0.05420], [1.57271, -1.48233, -1.13803], [-0.16473, -0.35931, 0.06623], [-0.67066, 0.33359, 1.14488], [-1.78551, 1.12513, 1.12344], [-2.47819, 1.09948, -0.09454], [-2.16521, 0.16470, -1.08127], [-1.05075, -0.56985, -0.96936], [2.73538, 0.63305, -0.00526], [2.84308, 1.26082, 1.30799], [3.83887, -0.12651, -0.65390], [2.17894, 1.65099, -1.13113], [2.10671, -2.32805, 0.89487], [2.25136, -1.06741, 1.73336], [2.49624, -1.29630, -1.19994], [-0.09120, 0.36416, 2.13079], [-2.14695, 1.81836, 1.90210], [-3.30970, 1.71158, -0.32781], [-2.79251, 0.09447, -1.99422], [-0.79639, -1.19102, -1.82708], [1.84821, 1.28206, -1.98086]],
  "atomic_forces_ev_per_a": [[-0.29, -0.54, 1.94], [2.89, 2.67, -0.92], [-2.25, -1.21, -0.30], [-0.82, -0.33, -0.04], [1.96, 0.72, 3.65], [-1.42, 0.48, -1.72], [-0.33, -0.66, -0.07], [-2.12, 1.58, -0.24], [1.83, -1.01, -1.61], [-2.31, -1.57, -1.26], [0.15, 0.81, 1.12], [0.46, -0.78, -0.02], [-0.90, 0.91, -0.80], [0.58, -1.73, -0.66], [0.08, 0.63, 0.60], [1.76, 0.17, -0.40], [-0.42, -0.16, -1.68], [0.61, -0.69, -0.20], [-0.80, 0.78, 0.29], [0.40, 0.05, 0.74], [0.33, -0.08, 0.37], [0.62, -0.04, 1.21]],
  "smiles": "N[C@@](O)(c1ccccc1)[P@@](=O)([O-])O",
  "orbital_gap_ev": 7.706,
  "charge": -1,
  "e_tot_ev": -26377.5413,
  "homo_energy_ev": -4.202
}

{
  "formula": "C4H12N2O2",
  "method": "ωB97M-V with the def2-TZVPD basis set",
  "symbols": ["N", "C", "C", "C", "N", "C", "O", "H", "H", "H", "H", "H", "H", "H", "H", "H", "H", "O", "H", "H"],
  "positions_angstrom": [[1.21517, 2.30687, -0.38720], [1.33614, 1.03234, -1.08144], [0.08105, 0.66163, -1.95091], [-0.42344, -0.72790, -1.86686], [-1.07336, -0.85598, -0.53398], [-1.42462, -2.09648, -0.04767], [-1.90842, -2.22366, 1.05286], [0.35529, 2.82519, -0.51518], [1.37253, 2.18758, 0.60382], [2.21712, 1.12033, -1.75135], [1.36157, 0.21136, -0.34890], [-0.66771, 1.42023, -1.67334], [0.31937, 1.02665, -2.96382], [0.36355, -1.49383, -1.85637], [-1.13496, -0.99576, -2.65058], [-0.95051, -0.02035, 0.01028], [-1.31028, -3.01381, -0.65226], [1.51561, 1.10422, 3.86501], [1.68279, 1.66755, 4.60876], [1.29877, 0.23941, 4.21370]],
  "atomic_forces_ev_per_a": [[0.13, 0.21, 0.48], [-0.94, -0.48, -0.49], [1.23, 2.81, -0.91], [-0.44, -1.18, 1.23], [0.46, -1.28, -1.94], [-0.39, 1.34, 1.15], [-0.09, -0.28, 0.49], [0.00, -0.30, -0.14], [-0.03, 0.17, 0.00], [-0.33, -0.72, 0.60], [0.88, 0.22, -0.17], [-0.41, -0.64, 0.17], [-0.15, -0.77, -0.01], [0.22, 0.38, -0.53], [0.04, 0.24, -0.05], [-0.52, -0.40, 0.83], [0.34, 0.66, -0.66], [-0.07, -0.19, -0.85], [0.10, 0.32, 0.62], [-0.05, -0.13, 0.17]],
  "smiles": "NCCCNC=O.O",
  "orbital_gap_ev": 10.059,
  "e_tot_ev": -11417.1581,
  "homo_energy_ev": -9.279
}

{
  "formula": "C3H6O3Pr",
  "method": "ωB97M-V with the def2-TZVPD basis set",
  "symbols": ["H", "O", "C", "O", "Pr", "O", "C", "H", "H", "C", "H", "H", "H"],
  "positions_angstrom": [[0.57140, 1.83994, -1.00176], [-0.73672, -0.25622, 1.50215], [-0.93118, -0.03271, 0.32304], [-0.11681, -0.69825, -0.50685], [2.76140, 0.06511, 0.82946], [-1.17197, 1.18333, -0.10215], [-0.12779, 2.15065, -0.21801], [0.41950, 2.26542, 0.72689], [-0.58508, 3.10599, -0.49048], [-0.05828, -2.12138, -0.27952], [1.01361, -2.34040, -0.28912], [-0.45286, -2.58489, 0.62862], [-0.58521, -2.57657, -1.12226]],
  "atomic_forces_ev_per_a": [[-0.07, 0.09, -0.31], [-1.92, -0.60, 0.60], [5.16, 2.53, 2.96], [-0.70, -1.22, -1.53], [-1.07, -0.14, -0.08], [-2.01, 0.81, -1.00], [0.01, -0.65, -0.23], [-0.26, 0.05, 0.41], [0.12, -0.28, 0.12], [0.43, -0.99, -0.81], [0.03, -0.50, -0.37], [-0.24, 1.05, 0.21], [0.50, -0.15, 0.03]],
  "multiplicity": 4,
  "orbital_gap_ev": [7.886, 7.953],
  "charge": 2,
  "s2": 3.75,
  "e_tot_ev": -23398.1515,
  "homo_energy_ev": [-18.031, -18.035]
}

{
  "formula": "CH5N3S2",
  "method": "ωB97M-V with the def2-TZVPD basis set",
  "symbols": ["C", "N", "N", "N", "S", "S", "H", "H", "H", "H", "H"],
  "positions_angstrom": [[0.72745, 0.48006, 1.49935], [1.11950, -1.05036, -0.60154], [-1.15793, 2.07154, 0.40975], [-0.01617, -0.50065, -0.18461], [1.77852, -0.31287, 2.33982], [0.18310, 2.09725, 1.44645], [1.50977, -0.35334, -1.14977], [1.73389, -1.61815, 0.07101], [-0.95537, 1.29684, -0.37303], [-1.87468, 1.71023, 1.05321], [-0.60158, -1.27656, 0.35167]],
  "atomic_forces_ev_per_a": [[-2.20, 0.19, -2.00], [0.13, -2.80, 0.47], [0.16, -2.05, -1.16], [-1.37, -0.89, 4.23], [0.89, -0.48, 0.46], [0.66, -0.36, 0.07], [1.98, 0.88, -1.07], [-1.03, 1.39, -1.01], [-0.60, 1.94, 2.22], [-0.14, 0.10, -0.97], [1.52, 2.07, -1.23]],
  "orbital_gap_ev": [7.751, 7.748],
  "e_tot_ev": -27254.9155,
  "homo_energy_ev": [-7.828, -7.826]
}

{
  "formula": "C3H11N2O",
  "method": "ωB97M-V with the def2-TZVPD basis set",
  "symbols": ["C", "C", "N", "C", "N", "H", "H", "H", "H", "H", "H", "H", "H", "H", "H", "H", "O"],
  "positions_angstrom": [[1.48090, 1.66713, 0.74960], [0.00465, 1.74600, 1.04265], [-0.78070, 0.92379, 0.13336], [-0.62901, -0.39857, -0.04572], [-1.52956, -1.18466, -0.55901], [1.71989, 1.11624, -0.20072], [2.00257, 2.64077, 0.74711], [2.05481, 0.98576, 1.40260], [-0.38115, 1.52246, 2.11665], [-0.15682, 2.87697, 0.90775], [-1.75510, 1.24479, 0.10124], [0.38314, -0.79423, 0.19744], [-2.51803, -1.04381, -0.81256], [-1.18160, -2.09300, -0.88456], [1.72074, -2.31460, -1.71808], [1.37084, -2.28818, -0.24997], [0.96609, -2.25650, -1.12306]],
  "atomic_forces_ev_per_a": [[1.71, -2.14, -0.18], [1.20, 1.34, -1.33], [-2.31, 1.30, 2.63], [1.37, -0.88, -0.55], [0.35, -0.01, -0.26], [-0.60, 1.03, 0.29], [-0.45, -0.36, 0.10], [-0.22, 0.59, 0.55], [0.28, 0.18, -0.94], [-1.10, -1.40, 0.17], [-0.06, 0.22, -0.56], [-1.19, 0.28, -0.44], [0.30, 0.73, 0.20], [0.32, -0.32, 0.34], [0.03, -0.20, -0.40], [0.37, -0.69, 0.01], [-0.02, 0.33, 0.37]],
  "multiplicity": 2,
  "orbital_gap_ev": [10.385, 5.322],
  "charge": 2,
  "s2": 0.77,
  "e_tot_ev": -8295.4833,
  "homo_energy_ev": [-20.112, -20.104]
}

{
  "formula": "C17H18N4O2SSr",
  "method": "ωB97M-V with the def2-TZVPD basis set",
  "symbols": ["Sr", "N", "C", "C", "O", "O", "H", "H", "H", "H", "C", "C", "C", "C", "C", "C", "C", "C", "N", "H", "H", "H", "H", "H", "H", "N", "C", "S", "N", "C", "C", "C", "C", "C", "C", "H", "H", "H", "H", "H", "H", "H", "H"],
  "positions_angstrom": [[-1.73211, 1.98956, -0.73713], [-1.36046, -1.77017, 2.32682], [-2.45540, -0.80484, 2.42153], [-2.23321, 0.32464, 1.42496], [-1.06218, 0.79956, 1.31112], [-3.22249, 0.73660, 0.75203], [-1.37767, -2.42899, 3.09406], [-0.47731, -1.26976, 2.35990], [-2.55733, -0.34867, 3.41303], [-3.40330, -1.28428, 2.17925], [-1.52521, 4.80557, -1.20156], [-0.30779, 4.17295, -1.42347], [0.04449, 3.61490, -2.70379], [1.00756, 2.65109, -2.83156], [1.72549, 2.18283, -1.71197], [1.48333, 2.78687, -0.46762], [0.52870, 3.76441, -0.32568], [2.58463, 1.05897, -1.82001], [3.23286, 0.10352, -1.86592], [-2.10078, 5.16871, -2.04533], [-1.70867, 5.28985, -0.24849], [-0.50104, 3.94482, -3.57997], [1.20536, 2.21280, -3.80131], [2.04463, 2.46112, 0.39998], [0.35832, 4.19975, 0.65238], [-1.64489, -1.80774, -0.63669], [-0.71801, -1.23794, -1.40951], [-1.16052, -0.21758, -2.70995], [0.57114, -1.45747, -1.13256], [1.05133, -2.27984, -0.07186], [1.84435, -1.70559, 0.90937], [2.30616, -2.48739, 1.95997], [1.97019, -3.83090, 2.03088], [1.18874, -4.40231, 1.03400], [0.73798, -3.63255, -0.02514], [-2.59918, -1.55504, -0.83765], [-1.42119, -2.14498, 0.30618], [1.25578, -0.94621, -1.67971], [2.09526, -0.65434, 0.85055], [2.92768, -2.04093, 2.72522], [2.32570, -4.43674, 2.85402], [0.93995, -5.45461, 1.07500], [0.13911, -4.06964, -0.81337]],
  "atomic_forces_ev_per_a": [[0.23, 0.00, -0.31], [0.04, 0.06, -0.07], [-0.03, -0.03, -0.10], [0.03, 0.09, 0.12], [-0.36, -0.25, 0.00], [0.19, -0.06, 0.16], [-0.01, 0.01, 0.00], [0.00, -0.02, 0.04], [0.02, 0.06, 0.01], [0.02, -0.01, 0.02], [0.06, 0.14, -0.07], [-0.20, 0.05, 0.08], [0.05, 0.05, 0.03], [0.00, 0.02, 0.05], [-0.07, -0.04, -0.06], [-0.01, 0.05, 0.02], [0.11, -0.05, 0.00], [0.07, 0.02, 0.09], [-0.04, -0.01, -0.05], [-0.01, -0.02, 0.00], [0.01, 0.00, 0.01], [-0.02, -0.01, 0.01], [-0.01, -0.01, 0.00], [0.01, 0.00, -0.01], [-0.02, 0.02, -0.01], [-0.04, -0.06, 0.01], [0.04, 0.07, 0.14], [-0.04, 0.01, -0.03], [-0.07, -0.08, -0.15], [0.03, 0.01, 0.04], [0.07, -0.02, 0.13], [0.00, 0.06, -0.04], [-0.04, -0.05, -0.04], [0.04, -0.01, 0.06], [-0.02, 0.07, -0.04], [0.04, -0.03, 0.03], [-0.04, 0.02, -0.04], [0.00, -0.02, 0.03], [-0.03, 0.00, -0.04], [0.00, 0.00, 0.00], [0.00, 0.00, 0.00], [0.00, 0.00, 0.00], [-0.01, 0.00, 0.00]],
  "orbital_gap_ev": 6.963,
  "e_tot_ev": -39650.8161,
  "homo_energy_ev": -6.856
}

In order of appearance, ΔE to the lowest compared entry with this formula, charge and spin = 0.293, 2.059, 2.208, 3.200, 2.725, 0.000 eV.